1.
Computed, not measured: a cluster of 5 separate species, C25H56Cl4 in total in a non-equilibrium geometry, with ωB97M-V with the def2-TZVPD basis set.

The frontier orbital gap comes out at 10.66 eV. The calculation puts the relative energy (zero: lowest compared OMol25 entry of this formula, charge and spin) at 135.1 kJ/mol.

Geometry (Å):
C -1.3989 -0.0698 -0.6541
Cl -0.4549 -1.2097 0.2788
Cl -2.7965 0.4821 0.3374
Cl -0.2860 1.2206 -1.2297
Cl -2.1013 -0.7707 -2.0705
C -4.8071 1.5111 -7.3454
C -6.2560 1.2810 -6.9192
C -6.7869 2.4719 -6.0171
C -6.3732 2.5611 -4.5548
C -6.8481 3.7950 -3.8090
C -6.5493 3.6417 -2.2863
H -4.1759 1.6829 -6.4736
H -4.7765 2.4469 -7.9034
H -4.3756 0.7248 -7.9648
H -6.9676 1.2038 -7.7412
H -6.1799 0.3536 -6.3515
H -7.8754 2.5107 -6.0602
H -6.6235 3.4166 -6.5356
H -6.7914 1.6517 -4.1232
H -5.2887 2.5090 -4.4578
H -6.3114 4.6707 -4.1741
H -7.9202 3.9818 -3.8709
H -7.1767 2.9821 -1.6868
H -5.4980 3.3879 -2.1506
H -6.7634 4.5993 -1.8118
C 2.3891 -5.7307 -2.3405
C 3.3003 -4.5338 -2.1171
C 3.2122 -3.5464 -3.2985
C 4.4563 -2.6093 -3.3156
C 4.4045 -1.5284 -2.1682
C 5.7007 -0.6477 -2.2518
H 2.6850 -6.3002 -1.4595
H 2.7336 -6.3093 -3.1976
H 1.3242 -5.4983 -2.3414
H 3.1461 -4.0478 -1.1537
H 4.2982 -4.9628 -2.0256
H 2.2912 -2.9849 -3.1418
H 3.1815 -4.0571 -4.2610
H 5.3736 -3.1979 -3.3257
H 4.5272 -2.0990 -4.2761
H 3.5211 -0.8899 -2.1756
H 4.4000 -2.0647 -1.2193
H 5.7330 -0.1198 -3.2049
H 5.7073 0.1774 -1.5396
H 6.6188 -1.2333 -2.2050
C -3.7585 7.0563 2.8423
C -2.9789 6.6443 4.0541
C -2.0421 5.4350 3.8252
C -1.1117 5.1109 4.9735
C -0.1950 3.9093 4.7861
C -0.9815 2.6369 4.6506
H -3.0667 7.0404 2.0000
H -4.3162 7.9811 2.9895
H -4.4349 6.2581 2.5365
H -2.4298 7.5147 4.4130
H -3.6518 6.3548 4.8613
H -1.4176 5.5739 2.9427
H -2.6081 4.5286 3.6102
H -0.4283 5.9037 5.2779
H -1.7745 4.8465 5.7974
H 0.4460 4.1272 3.9319
H 0.4669 3.7671 5.6404
H -1.5272 2.4011 5.5642
H -1.7951 2.5370 3.9320
H -0.3082 1.7923 4.5041
C 7.0972 -4.0779 2.1034
C 6.0361 -5.0357 2.6126
C 4.9934 -4.3985 3.6023
C 3.8960 -5.3574 4.0237
C 2.9621 -4.8376 5.1475
C 1.9926 -3.7612 4.6796
H 7.6979 -3.5614 2.8521
H 6.6571 -3.2721 1.5160
H 7.8241 -4.5337 1.4311
H 5.4913 -5.5833 1.8436
H 6.5925 -5.8405 3.0930
H 4.5390 -3.4934 3.1993
H 5.5709 -4.0659 4.4648
H 3.2192 -5.6629 3.2257
H 4.4081 -6.2650 4.3431
H 2.3381 -5.6325 5.5559
H 3.5684 -4.4607 5.9713
H 1.5025 -3.9868 3.7324
H 1.3125 -3.5843 5.5128
H 2.5925 -2.8603 4.5508

Atoms 1-3, force components in eV/Å:
C -0.1 0.6 0.1
Cl 0.0 -0.2 0.1
Cl 0.8 0.4 -0.1


2.
Computed, not measured: a structure of composition C13H36O17V in a non-equilibrium geometry, with ωB97M-V with the def2-TZVPD basis set.

The frontier orbital gap comes out at 6.59 eV. Its charge is -1.

Geometry (Å):
O -0.2290 0.3029 -1.2958
V 0.4435 -1.1376 -1.0465
O 0.1938 -1.8704 0.3558
C 1.8023 -1.9263 -2.1157
O 0.7511 -1.5155 -2.6339
O 2.6048 -2.4808 -2.8187
O 1.9191 -1.7704 -0.9347
C -1.8354 -2.8709 -1.2758
C -2.6422 -2.3124 -0.0218
O -1.7322 -2.3254 1.1151
O -0.7621 -2.0591 -1.7059
H -2.6697 -2.9651 -1.9708
H -1.4498 -3.8548 -1.0087
H -3.5804 -2.7730 0.2876
H -2.8018 -1.2645 -0.2762
H -0.8673 -2.1485 0.7380
H -1.1448 -1.5422 -2.4186
C -1.8664 2.0309 -1.8723
C -0.9641 1.9745 -3.0969
O -0.9539 2.9995 -4.1020
O -1.5910 3.2155 -1.0902
H -1.6544 1.1519 -1.2637
H -2.9089 2.0602 -2.1895
H -1.1480 1.0032 -3.5562
H 0.0292 1.9346 -2.6498
H -0.8868 3.8290 -3.6233
H -1.9820 3.0562 -0.2280
C -2.6848 0.5553 0.8007
C -3.5011 1.8381 0.4487
O -2.8620 3.1412 0.6366
O -1.4127 0.5400 0.0742
H -3.2497 -0.3755 0.8523
H -2.4388 0.6822 1.8550
H -4.4721 1.8571 0.9437
H -3.9429 1.7033 -0.5386
H -3.1435 3.4694 1.4938
H -0.7187 0.8951 0.6344
C 3.0666 -1.5366 1.2072
C 4.2481 -1.0402 0.3274
O 3.8397 -0.7662 -0.9502
O 2.1651 -2.5810 0.7666
H 2.5188 -0.6509 1.5290
H 3.5230 -1.9042 2.1262
H 5.0886 -1.7340 0.3083
H 4.5447 -0.0947 0.7814
H 3.3170 -1.4585 -1.3615
H 1.9722 -2.5160 -0.1716
C 0.2161 0.1192 2.5399
C -0.7008 -1.1201 2.6082
O -0.2020 -1.7892 3.7353
O -0.2272 0.9432 1.4275
H 1.2764 -0.0858 2.3923
H 0.2274 0.8022 3.3892
H -0.5492 -1.7517 1.7329
H -1.6704 -0.6374 2.7312
H -0.9626 -2.3297 3.9608
H -0.0371 1.8185 1.7728
C 2.1440 2.0772 0.7754
C 1.7533 1.3677 -0.5078
O 1.7875 -0.0084 -0.2962
O 3.5112 1.7891 1.0003
H 1.6311 1.7822 1.6908
H 2.0157 3.1596 0.7674
H 2.4450 1.6628 -1.2968
H 0.7545 1.4894 -0.9271
H 2.6933 -0.3242 -0.2584
H 3.9627 2.2701 1.6976

Atoms 1-3, force components in eV/Å:
O 3.2 -1.7 -4.4
V -8.0 15.0 10.0
O 0.7 -0.6 0.1


3.
Computed, not measured: a structure of composition C22H31LuN3O2Sb in a non-equilibrium geometry, with ωB97M-V with the def2-TZVPD basis set.

The frontier orbital gap (spin up / spin down) comes out at 6.48 / 6.48 eV. The calculation puts the relative energy (zero: lowest compared OMol25 entry of this formula, charge and spin) at 0.0 kJ/mol. Its charge is +2.

Geometry (Å):
Lu 0.8074 -0.5474 -1.8229
O -3.3723 0.0815 -2.0082
C -3.9148 -1.0350 -1.3434
C -5.2511 -1.0514 -1.0051
C -5.7937 -2.0995 -0.2676
C -5.0050 -3.2430 -0.0368
C -3.7032 -3.2502 -0.4517
C -3.0642 -2.1572 -1.0705
C -1.6116 -2.1253 -1.2569
O -1.1178 -1.0553 -1.8482
N -0.8064 -3.0672 -0.7918
N 0.4999 -2.6252 -0.8964
C 1.5120 -3.3263 -0.3835
C 2.8058 -2.6430 -0.4713
C 3.9537 -3.1798 0.0933
C 5.1538 -2.4681 0.1024
C 5.1907 -1.2224 -0.4703
C 4.0405 -0.8319 -1.2030
N 2.8741 -1.5170 -1.1752
H -4.0546 0.7393 -2.1828
H -5.8604 -0.1835 -1.2188
H -6.7989 -2.0124 0.1160
H -5.4780 -4.0641 0.4816
H -3.0959 -4.1675 -0.2275
H 1.3654 -4.2099 0.1911
H 3.8219 -4.1311 0.7117
H 6.0107 -2.8584 0.5661
H 6.0877 -0.5941 -0.4878
H 3.9716 0.0671 -1.6766
C -0.1740 4.3925 -0.1166
C -0.2007 3.0658 -0.8593
C 0.8314 2.9979 -2.0238
Sb 0.3492 1.4095 0.4111
C 1.9894 1.8261 1.6748
C 2.6126 0.5100 2.0317
C 2.9767 2.8130 1.0564
C -1.3321 0.8622 1.5364
C -1.2145 -0.6609 1.7288
C -2.6040 1.2719 0.8865
H -0.2579 5.2691 -0.7895
H 0.7129 4.4535 0.5098
H -1.0891 4.4670 0.4330
H -1.2257 2.7878 -1.2315
H 1.8587 2.7190 -1.6316
H 0.9879 3.9572 -2.4845
H 0.5825 2.2300 -2.7885
H 1.5639 2.2627 2.5524
H 3.0502 -0.0403 1.2363
H 1.9191 -0.2462 2.4729
H 3.3804 0.6057 2.8091
H 3.5678 2.4131 0.2294
H 3.7549 3.1792 1.8056
H 2.5946 3.7504 0.5989
H -1.2383 1.4025 2.4773
H -1.4756 -1.1480 0.8015
H -1.9349 -0.9814 2.5046
H -0.2391 -0.9028 2.1098
H -2.6243 1.0346 -0.1795
H -2.8050 2.3310 0.9536
H -3.4844 0.7462 1.3193

Atoms 1-3, force components in eV/Å:
Lu 0.5 -0.3 0.2
O -0.4 -1.2 0.6
C 1.5 0.5 -1.3


4.
Computed, not measured: a cluster of 2 separate species, C4H13BN2 in total in a non-equilibrium geometry, with ωB97M-V with the def2-TZVPD basis set.

The frontier orbital gap (spin up / spin down) comes out at 9.95 / 6.28 eV. The calculation puts the relative energy (zero: lowest compared OMol25 entry of this formula, charge and spin) at 388.1 kJ/mol.

Geometry (Å):
B 1.0040 0.2718 -0.0939
C 2.5175 -0.0947 -0.0527
C -1.8275 -3.0052 1.3973
C 0.7251 2.5813 -0.9677
C -1.2318 1.2461 -0.4569
N -1.6035 -2.2836 0.1984
N 0.2235 1.3002 -0.4855
H 2.6995 -1.1147 -0.3873
H 2.9218 -0.0228 0.9545
H 3.1154 0.5582 -0.6920
H -1.3122 -3.9814 1.4347
H -1.4872 -2.4458 2.2905
H -2.9020 -3.1745 1.5062
H 0.4525 3.3794 -0.2759
H 1.8063 2.5460 -1.0535
H 0.2983 2.8067 -1.9460
H -1.5593 0.2594 -0.1309
H -1.6222 2.0083 0.2212
H -1.6250 1.4333 -1.4568
H -0.5935 -2.2680 -0.0036

Atoms 1-3, force components in eV/Å:
B 0.2 -1.5 0.5
C 0.0 0.4 -0.3
C -0.3 -0.4 0.6


5.
Computed, not measured: the molecule C6H5N in a non-equilibrium geometry, with ωB97M-V with the def2-TZVPD basis set.

The frontier orbital gap (spin up / spin down) comes out at 6.46 / 6.56 eV. The calculation puts the relative energy (zero: lowest compared OMol25 entry of this formula, charge and spin) at 568.0 kJ/mol.

Geometry (Å):
C -3.2256 -0.1411 -0.0681
C -2.0845 -0.4448 -0.1388
C 1.0465 0.8468 0.2527
C 0.2798 -1.6096 -0.1099
C -0.7662 -0.8225 -0.1133
C 1.9365 -0.1012 -0.1112
N 1.5952 -1.3711 -0.1008
H -4.0944 0.2699 0.3446
H 0.0991 0.3799 0.5288
H 0.0420 -2.7128 -0.1390
H 0.9898 1.8151 -0.0730
H 3.0371 0.0478 -0.1570

Atoms 1-3, force components in eV/Å:
C -1.9 1.3 0.4
C 3.8 -1.6 0.3
C -0.3 -1.5 -0.8


6.
Computed, not measured: a structure of composition C20H34N2O3 in a non-equilibrium geometry, with ωB97M-V with the def2-TZVPD basis set.

The frontier orbital gap comes out at 7.32 eV. The calculation puts the relative energy (zero: lowest compared OMol25 entry of this formula, charge and spin) at 2025.3 kJ/mol.

Geometry (Å):
C 13.5528 18.1933 26.9613
C 14.4696 18.4972 28.1086
C 15.3432 19.7322 27.6162
O 15.2085 19.5282 26.2118
C 14.5905 18.2499 25.8507
H 12.8124 18.9569 26.7231
H 12.9100 17.3353 27.1577
H 15.0141 17.6322 28.4875
H 13.7956 18.9074 28.8606
H 16.3839 19.7325 27.9401
H 14.7778 20.6031 27.9477
H 15.2829 17.4091 25.8930
H 14.1903 18.3850 24.8459
C 14.1585 22.8127 25.4903
C 13.5149 21.4766 25.2150
C 14.5763 20.7674 24.4483
O 15.8166 21.2219 24.9620
C 15.5894 22.4265 25.6931
H 13.7076 23.3144 26.3465
H 14.1402 23.5728 24.7092
H 12.5277 21.4662 24.7530
H 13.3421 20.9162 26.1337
H 14.4015 20.8309 23.3743
H 14.5778 19.6935 24.6353
H 16.2916 23.1664 25.3092
H 15.7184 22.1719 26.7450
C 12.6693 24.6332 28.8425
C 12.4269 24.4923 27.4456
C 13.2309 25.6907 26.8022
O 14.0822 26.1302 27.8592
C 14.0903 25.1357 28.8870
H 12.5871 23.6224 29.2419
H 11.9721 25.3676 29.2460
H 11.3709 24.5119 27.1760
H 12.7504 23.5282 27.0533
H 12.4781 26.4298 26.5284
H 13.6160 25.2296 25.8927
H 14.5126 25.5362 29.8086
H 14.8042 24.3328 28.7036
N 12.8135 26.6462 24.5129
C 14.1832 26.6296 24.7909
C 14.6612 25.4136 24.3295
C 13.6040 24.8203 23.6733
C 12.4531 25.5685 23.7208
H 12.2435 27.4729 24.6214
H 14.7434 27.3523 25.3656
H 15.6545 24.9897 24.3228
H 13.6961 23.9441 23.0486
H 11.4326 25.4916 23.3758
N 16.3738 19.5351 24.7207
C 17.3780 20.1808 24.0330
C 18.0736 19.2417 23.3736
C 17.4621 17.9873 23.7069
C 16.5218 18.1892 24.6459
H 15.6836 19.8998 25.3616
H 17.4806 21.2548 23.9856
H 18.8768 19.3544 22.6603
H 17.7690 17.0770 23.2135
H 15.8734 17.5007 25.1674

Atoms 1-3, force components in eV/Å:
C -0.3 0.0 -0.8
C -0.6 2.0 1.7
C -1.9 -2.6 0.5


7.
Computed, not measured: a cluster of 7 separate species, C19H51NO20S6 in total in a non-equilibrium geometry, with ωB97M-V with the def2-TZVPD basis set.

The frontier orbital gap (spin up / spin down) comes out at 2.07 / 6.57 eV. Its expectation value of S² is 0.7533. The calculation puts the relative energy (zero: lowest compared OMol25 entry of this formula, charge and spin) at 0.0 kJ/mol. The spin multiplicity is 2. Its charge is -1.

Geometry (Å):
C 0.7562 -1.0532 1.1576
N 1.0308 -2.3580 0.3952
O 0.1156 -3.0901 0.2340
O 2.1848 -2.5454 0.0406
H 1.4263 -0.2848 0.7719
H 1.0719 -1.2581 2.1805
H -0.2942 -0.7949 1.0233
O -0.4773 -1.9260 -7.2913
S -0.6371 -0.7867 -6.4095
O -1.9707 -0.3179 -6.1246
O 0.0192 -1.0139 -4.9331
C 0.7062 -2.2339 -4.7671
C 1.5050 -2.3582 -3.3617
C 0.5187 0.5223 -7.1084
H 1.5187 -2.3513 -5.4841
H 0.0624 -3.1013 -4.9127
H 2.0993 -3.2717 -3.3377
H 0.7465 -2.5238 -2.5966
H 2.1864 -1.5384 -3.1346
H 1.4080 0.0670 -7.5443
H 0.7581 1.1449 -6.2464
H -0.0247 1.1308 -7.8313
O 5.4469 2.4297 5.5862
S 4.4492 1.9142 6.5070
O 3.7074 2.7523 7.4214
O 3.3543 1.0901 5.6290
C 3.8257 0.2174 4.5546
C 2.7246 -0.7061 4.1551
C 5.3037 0.4887 7.3910
H 4.6893 -0.3883 4.8294
H 4.1606 0.7765 3.6809
H 2.4346 -1.4716 4.8749
H 3.0173 -1.0888 3.1774
H 1.9030 -0.0864 3.7959
H 5.6723 -0.2078 6.6379
H 4.5460 -0.0077 7.9973
H 6.0825 0.8846 8.0427
O -1.0387 2.9347 2.4931
S -1.4922 2.1770 1.3467
O -0.5656 1.7087 0.3178
O -2.3075 0.8109 1.8345
C -3.1456 0.9235 3.0058
C -3.6638 -0.4448 3.2789
C -2.9886 2.9755 0.5990
H -3.8680 1.7336 2.9059
H -2.4909 1.1499 3.8474
H -4.2589 -0.6593 2.3912
H -4.3582 -0.5321 4.1145
H -2.9190 -1.2263 3.4293
H -2.5683 3.7255 -0.0711
H -3.6441 3.3744 1.3732
H -3.4409 2.2204 -0.0438
O -4.5750 3.0633 -3.0170
S -3.1307 3.1270 -3.1254
O -2.4553 4.3467 -2.6635
O -2.3889 1.8472 -2.3824
C -2.8787 0.5546 -2.6772
C -2.3791 -0.4676 -1.6146
C -2.6052 2.7911 -4.9111
H -2.5801 0.3049 -3.6953
H -3.9636 0.4732 -2.6106
H -1.2908 -0.4952 -1.6690
H -2.4819 -1.4770 -2.0128
H -2.7358 -0.4566 -0.5846
H -2.9904 3.5996 -5.5324
H -2.8875 1.7676 -5.1579
H -1.5394 2.9185 -5.1006
O 2.9699 4.1381 -3.8783
S 1.6802 3.9836 -4.5893
O 1.5788 4.0602 -6.0330
O 0.7239 2.6644 -4.1586
C 0.8369 2.0413 -2.8430
C 2.0051 1.1115 -2.7801
C 0.6722 5.2782 -3.9983
H -0.0065 1.3766 -2.6564
H 0.7781 2.6381 -1.9328
H 1.9898 0.5650 -1.8372
H 2.9504 1.6452 -2.6808
H 2.1022 0.5427 -3.7049
H 1.0594 6.2466 -4.3150
H 0.5970 5.2559 -2.9112
H -0.3188 5.1467 -4.4329
O 1.2251 -3.7866 3.0115
S 0.3710 -3.6099 4.1232
O -0.1579 -2.2586 4.3040
O -0.8836 -4.6377 4.0282
C -1.5544 -4.7303 2.7641
C -3.0043 -4.9927 3.1813
C 1.0448 -4.2764 5.7591
H -0.9912 -5.4736 2.1998
H -1.4828 -3.7843 2.2275
H -3.0698 -5.8827 3.8070
H -3.6659 -5.1206 2.3245
H -3.3133 -4.2309 3.8970
H 2.0098 -3.7879 5.8937
H 1.1614 -5.3504 5.6141
H 0.2970 -4.1952 6.5480

Atoms 1-3, force components in eV/Å:
C 0.8 -1.7 -1.0
N 1.1 7.4 3.0
O -6.2 -5.1 -1.2